Record 1
Molecular formula: C2H7NO2
Method: DFT, wB97M-V/def2-TZVPD

Geometry as ORCA input:
```
! RIJCOSX wB97M-V def2-TZVPD def2/J DEFGRID3
* xyz 0 1
O 1.957 -2.345 -1.923
O -1.573 3.733 1.599
N 0.972 -1.963 0.113
C 1.065 -2.619 -1.114
C -1.810 2.474 0.763
H -2.796 2.591 0.372
H -1.566 1.534 1.255
H -2.131 3.582 2.455
H 1.453 -1.057 0.336
H 0.415 -2.490 0.889
H -0.986 2.448 0.169
H 0.209 -3.097 -1.563
*
```

HOMO level = -10.122 eV
Relative energy (zero: lowest compared OMol25 entry of this formula, charge and spin) = 255.0 kJ/mol
SMILES string = NC=O.CO

For each atom in turn, the Mulliken charge in e is: O -0.508; O -0.522; N -0.392; C 0.138; C -0.547; H 0.256; H 0.260; H 0.303; H 0.239; H 0.232; H 0.248; H 0.292

Record 2
Molecular formula: C5H9N3O
Method: DFT, wB97M-V/def2-TZVPD

Geometry as ORCA input:
```
! RIJCOSX wB97M-V def2-TZVPD def2/J DEFGRID3
* xyz 0 1
O -2.435 1.062 0.813
N -1.640 0.000 1.181
N 0.053 2.683 0.207
N 0.603 1.672 -0.591
C 0.137 0.423 -0.484
C 0.931 -0.673 -1.216
C -0.531 -0.223 0.600
C 0.183 -1.957 -0.587
C 0.316 -1.546 0.784
H -0.174 -2.024 1.835
H 0.920 -0.631 -2.362
H 0.778 3.563 -0.109
H 0.312 -3.100 -0.895
H -0.177 2.234 1.293
H -1.964 1.880 0.497
H 2.022 -0.622 -0.620
H 1.571 -1.235 0.792
H -0.906 -1.504 -1.140
*
```

HOMO level = -8.967 eV
Relative energy (zero: lowest compared OMol25 entry of this formula, charge and spin) = 825.3 kJ/mol
SMILES string = N/N=C1/CCC/C1=N/O

For each atom in turn, the Mulliken charge in e is: O -0.348; N -0.527; N -0.599; N -0.382; C 0.596; C -0.582; C 0.142; C -0.451; C -0.310; H 0.326; H 0.300; H 0.318; H 0.303; H 0.317; H 0.431; H 0.169; H 0.095; H 0.204

Record 3
Molecular formula: C3H4N2S
Method: DFT, wB97M-V/def2-TZVPD

Geometry as ORCA input:
```
! RIJCOSX wB97M-V def2-TZVPD def2/J DEFGRID3
* xyz 0 1
S -0.875 0.281 3.086
N 0.769 -0.319 1.054
N -2.465 0.069 -0.788
C -0.310 0.014 1.611
C 1.771 0.088 0.407
C -1.972 0.072 0.356
H 1.974 1.137 0.228
H -2.635 0.209 1.206
H -1.887 -0.062 -1.614
H 2.476 -0.646 0.054
*
```

HOMO level = -8.206 eV
Relative energy (zero: lowest compared OMol25 entry of this formula, charge and spin) = 396.0 kJ/mol

For each atom in turn, the Mulliken charge in e is: S -0.325; N -0.204; N -0.440; C 0.281; C -0.271; C -0.077; H 0.261; H 0.268; H 0.244; H 0.263

Record 4
Molecular formula: C6H10N2O
Method: DFT, wB97M-V/def2-TZVPD

Geometry as ORCA input:
```
! RIJCOSX wB97M-V def2-TZVPD def2/J DEFGRID3
* xyz 0 1
O -0.052 -1.414 -0.244
N 0.691 0.191 2.186
N 2.017 0.360 -0.355
C -0.546 0.371 1.397
C 0.719 0.399 -0.908
C -1.748 0.107 -0.891
C -0.466 -0.008 0.005
C 0.176 -0.889 -1.513
C -1.260 -0.412 -1.986
H 1.876 0.948 0.584
H -1.374 -0.065 1.941
H 0.931 -0.865 2.189
H 2.265 -0.652 0.067
H -1.808 -0.544 -2.886
H -0.757 1.459 1.436
H 0.941 -1.356 -2.185
H -2.681 0.489 -0.497
H 0.435 0.519 3.139
H 0.642 1.363 -1.478
*
```

HOMO level = -8.682 eV
Relative energy (zero: lowest compared OMol25 entry of this formula, charge and spin) = 382.9 kJ/mol

For each atom in turn, the Mulliken charge in e is: O -0.525; N -0.620; N -0.732; C -0.960; C -0.436; C -0.701; C 1.114; C 0.017; C -0.925; H 0.404; H 0.440; H 0.234; H 0.371; H 0.440; H 0.320; H 0.494; H 0.452; H 0.271; H 0.341

Record 5
Molecular formula: C2H10N4
Method: DFT, wB97M-V/def2-TZVPD

Geometry as ORCA input:
```
! RIJCOSX wB97M-V def2-TZVPD def2/J DEFGRID3
* xyz 0 1
N -0.335 1.847 2.228
N 1.859 1.618 1.762
N -1.105 -1.315 -0.517
N 0.223 -2.073 -2.471
C -0.955 -1.424 -1.979
C 0.683 1.847 1.310
H 0.438 1.998 0.269
H -1.691 -1.935 0.070
H 1.125 -1.599 -2.150
H -1.898 -1.805 -2.468
H 0.057 1.672 3.186
H -1.679 -0.570 -0.235
H 0.180 -3.073 -2.504
H -1.076 1.081 2.140
H -0.868 -0.415 -2.219
H 2.549 1.564 0.915
*
```

HOMO level = -9.436 eV
Relative energy (zero: lowest compared OMol25 entry of this formula, charge and spin) = 168.0 kJ/mol
SMILES string = [H]/N=C/N.NCN

For each atom in turn, the Mulliken charge in e is: N -0.597; N -0.656; N -0.602; N -0.505; C -0.347; C 0.116; H 0.350; H 0.219; H 0.233; H 0.296; H 0.318; H 0.197; H 0.184; H 0.245; H 0.325; H 0.225

Record 6
Molecular formula: ClO2S2
Method: DFT, wB97M-V/def2-TZVPD

Geometry as ORCA input:
```
! RIJCOSX wB97M-V def2-TZVPD def2/J DEFGRID3
* xyz -1 1
Cl 1.990 -0.843 0.543
S -1.474 0.145 -0.478
S 3.554 0.190 -0.248
O -1.904 -0.937 0.357
O -2.166 1.444 -0.174
*
```

HOMO level = -2.823 eV
Relative energy (zero: lowest compared OMol25 entry of this formula, charge and spin) = 106.4 kJ/mol

For each atom in turn, the Mulliken charge in e is: Cl -0.295; S 0.766; S -0.675; O -0.352; O -0.444

Record 7
Molecular formula: C18H48B3NO8Si
Method: DFT, wB97M-V/def2-TZVPD

Geometry as ORCA input:
```
! RIJCOSX wB97M-V def2-TZVPD def2/J DEFGRID3
* xyz 0 1
Si -0.065 -1.084 -1.906
O 4.795 0.362 6.228
O -2.578 -1.566 -0.264
O -6.669 -3.051 -1.760
O -1.958 0.715 -0.553
O -4.175 0.177 -0.015
O 1.524 4.596 -1.986
O 2.599 -2.314 1.902
O -2.611 -0.029 -4.896
N -3.783 1.668 -1.966
C -5.077 -2.204 -0.055
C -2.734 1.146 -7.010
C 5.987 -1.041 7.801
C -7.391 -1.701 -1.302
C 3.079 -1.607 3.048
C 4.586 -1.752 3.175
C 4.775 1.029 8.556
C -5.837 -2.092 -1.380
C -2.779 -1.368 -6.905
C 2.373 -2.090 4.306
C -0.351 -2.563 -3.035
C 0.795 4.998 -0.827
C 0.329 0.459 -2.898
C 1.501 4.521 0.433
C -0.631 4.476 -0.894
C 1.456 -1.444 -0.867
C 4.794 -0.128 7.570
C -2.243 -0.092 -6.278
B -3.894 -1.175 -0.095
B -1.681 -0.631 -0.779
B -3.314 0.893 -0.835
H 0.788 6.088 -0.851
H -1.392 -2.654 -3.336
H -5.788 -1.942 0.715
H 1.824 -0.568 -0.344
H 2.827 -0.561 2.871
H 1.320 -2.270 -0.183
H 4.736 0.672 9.586
H -7.214 -0.971 -2.141
H 5.982 -1.455 8.810
H 2.583 -3.151 4.472
H 0.976 4.849 1.332
H 3.872 -0.703 7.666
H 5.982 -1.865 7.087
H 1.549 3.633 -2.000
H 4.958 -1.186 4.030
H -2.337 2.048 -6.544
H -4.741 -3.235 0.016
H 5.674 1.641 8.438
H 2.521 4.904 0.467
H -2.414 -2.242 -6.366
H -8.365 -1.962 -1.701
H 2.708 -1.530 5.180
H 2.243 -1.720 -1.571
H -0.634 3.381 -0.919
H -0.059 -3.488 -2.547
H -3.384 2.597 -1.990
H -3.872 -1.382 -6.861
H -3.574 -0.008 -4.857
H 5.084 -1.398 2.272
H -3.825 1.203 -6.969
H -5.317 -1.616 -2.211
H 3.912 1.670 8.377
H 2.806 -3.246 2.029
H -3.563 1.217 -2.845
H 5.598 0.879 6.103
H -1.219 4.802 -0.034
H -1.153 -0.112 -6.285
H 1.191 0.292 -3.540
H 1.294 -1.977 4.207
H 4.858 -2.804 3.310
H 6.920 -0.487 7.662
H -2.430 1.133 -8.057
H -0.501 0.770 -3.529
H -1.120 4.825 -1.804
H 0.572 1.264 -2.208
H -2.477 -1.452 -7.949
H 1.554 3.429 0.446
H 0.224 -2.421 -3.947
*
```

HOMO level = -8.906 eV

For each atom in turn, the Mulliken charge in e is: Si 0.571; O -0.507; O -0.394; O -0.521; O -0.024; O -0.229; O -0.561; O -0.427; O -0.350; N -0.648; C -0.603; C -1.396; C -1.289; C -0.993; C 0.520; C -1.215; C -1.351; C 0.800; C -1.351; C -1.201; C -1.139; C 0.275; C -0.550; C -1.125; C -0.768; C -1.198; C 0.487; C 0.437; B 0.007; B 0.144; B 0.660; H 0.314; H 0.294; H 0.338; H 0.276; H 0.226; H 0.274; H 0.380; H 0.211; H 0.389; H 0.371; H 0.364; H 0.253; H 0.306; H 0.341; H 0.232; H 0.337; H 0.206; H 0.351; H 0.326; H 0.309; H 0.412; H 0.207; H 0.361; H -0.088; H 0.388; H 0.285; H 0.357; H 0.246; H 0.330; H 0.337; H 0.151; H 0.327; H 0.290; H 0.131; H 0.324; H 0.393; H 0.277; H 0.470; H 0.322; H 0.358; H 0.335; H 0.407; H 0.163; H 0.332; H -0.202; H 0.391; H 0.197; H 0.340